Record 1
{
  "formula": "C7H6LuN2O4",
  "method": "ωB97M-V with the def2-TZVPD basis set",
  "total_energy_ha": -1915.17609,
  "charge": 3,
  "species": ["O", "C", "Lu", "O", "C", "C", "O", "C", "O", "C", "N", "C", "C", "N", "H", "H", "H", "H", "H", "H"],
  "xyz": [[0.106, -3.335, -2.898], [0.145, -2.196, -2.671], [0.208, 0.098, -2.165], [-3.241, 0.026, -4.518], [-2.272, 0.052, -3.924], [2.185, 0.071, -3.513], [3.078, 0.057, -4.247], [0.084, 2.442, -2.569], [0.008, 3.579, -2.746], [0.794, 0.918, 2.956], [-0.090, -0.114, 2.365], [-0.845, -1.017, 3.221], [-0.118, -0.210, 1.085], [0.039, -0.147, -0.092], [0.713, 0.830, 4.045], [0.474, 1.936, 2.649], [1.851, 0.754, 2.656], [-1.914, -0.921, 3.057], [-0.562, -2.053, 3.058], [-0.639, -0.771, 4.252]]
}

Record 2
{
  "formula": "C7H6N4",
  "method": "ωB97M-V with the def2-TZVPD basis set",
  "total_energy_ha": -489.29179,
  "de_lowest_kj_mol": 172.3,
  "smiles": "Cc1nccc2nncnc12",
  "species": ["C", "C", "C", "C", "C", "C", "C", "H", "H", "H", "H", "H", "H", "N", "N", "N", "N"],
  "xyz": [[-2.566, -0.821, 0.657], [-1.102, -1.000, 0.582], [1.002, -1.855, 1.040], [1.674, -0.950, 0.334], [1.006, 0.012, -0.374], [-0.255, 2.099, -0.992], [-0.409, 0.057, -0.210], [-3.005, -1.804, 0.444], [-2.928, -0.061, -0.128], [-2.783, -0.763, 1.767], [1.375, -2.568, 1.648], [2.722, -1.102, 0.405], [-0.751, 3.041, -1.309], [-0.396, -1.870, 1.233], [1.707, 1.128, -0.842], [1.055, 2.117, -1.236], [-1.042, 1.198, -0.447]]
}

Record 3
{
  "formula": "C7H6NO3S",
  "method": "ωB97M-V with the def2-TZVPD basis set",
  "total_energy_ha": -949.02045,
  "charge": -1,
  "de_lowest_kj_mol": 0.0,
  "species": ["C", "C", "C", "C", "C", "C", "C", "N", "O", "O", "O", "S", "H", "H", "H", "H", "H", "H"],
  "xyz": [[-0.286, 0.232, 2.165], [-1.421, -0.410, 1.629], [0.536, 1.067, 1.493], [-1.740, -0.139, 0.335], [0.162, 1.481, 0.196], [-0.876, 0.782, -0.358], [-1.073, 1.017, -1.792], [-1.460, 1.241, -2.870], [1.840, -2.459, -0.393], [1.166, -1.715, -2.709], [2.139, -0.135, -0.840], [1.185, -1.271, -0.995], [0.143, -0.286, 3.053], [-1.939, -1.082, 2.296], [1.408, 1.602, 1.949], [-2.582, -0.481, -0.143], [0.759, 2.301, -0.203], [2.042, -1.745, -2.813]]
}